[1]
C24H48O24 | wB97M-V/def2-TZVPD

```
! RIJCOSX wB97M-V def2-TZVPD def2/J DEFGRID3
* xyz 1 2
C 0.77 -9.17 -0.71
O 1.03 -7.93 -1.49
C 1.61 -6.91 -0.80
O 1.99 -6.96 0.34
O 1.89 -5.91 -1.69
C 2.75 -4.84 -1.29
H -0.07 -9.01 -0.03
H 1.59 -9.57 -0.13
H 0.61 -9.94 -1.46
H 3.36 -4.61 -2.17
H 3.53 -5.17 -0.60
H 2.21 -3.96 -0.95
C 3.28 1.12 2.33
O 3.87 0.57 3.47
C 4.53 1.28 4.41
O 4.58 2.55 4.44
O 4.85 0.49 5.48
C 5.25 1.04 6.74
H 2.74 2.03 2.59
H 2.82 0.31 1.77
H 4.10 1.47 1.69
H 6.28 1.35 6.63
H 5.05 0.39 7.59
H 4.79 2.00 7.00
C 2.40 -1.81 -3.40
O 1.13 -1.94 -4.12
C 0.13 -2.63 -3.59
O 0.18 -3.20 -2.47
O -0.92 -2.44 -4.34
C -2.02 -3.31 -4.16
H 3.18 -2.33 -3.96
H 2.32 -2.11 -2.35
H 2.86 -0.83 -3.49
H -2.81 -3.31 -4.91
H -2.59 -3.22 -3.24
H -1.61 -4.32 -4.16
C -4.96 -4.80 2.11
O -5.46 -3.76 1.33
C -4.73 -2.73 0.97
O -3.51 -2.81 0.91
O -5.54 -1.71 0.52
C -5.01 -0.42 0.09
H -5.69 -5.31 2.75
H -4.07 -4.49 2.65
H -4.60 -5.65 1.54
H -5.75 0.31 -0.26
H -4.46 -0.54 -0.84
H -4.35 0.08 0.80
C -2.25 2.74 8.12
O -1.91 2.47 6.75
C -0.70 2.61 6.14
O 0.33 2.81 6.76
O -0.89 2.62 4.89
C 0.18 2.95 3.98
H -2.90 2.04 8.64
H -2.77 3.70 8.14
H -1.41 2.87 8.80
H 0.23 4.00 3.67
H -0.20 2.65 3.00
H 1.14 2.47 4.13
C -0.73 -1.56 0.10
O -0.42 -0.23 0.43
C 0.27 0.56 -0.35
O 0.71 0.34 -1.45
O 0.58 1.73 0.34
C 1.58 2.62 -0.13
H -1.37 -1.69 -0.77
H -1.13 -2.14 0.93
H 0.18 -2.12 -0.09
H 2.39 2.93 0.53
H 1.15 3.56 -0.46
H 2.21 2.31 -0.97
C -3.62 4.04 -5.66
O -3.87 3.00 -4.66
C -3.00 2.03 -4.44
O -2.05 1.75 -5.19
O -3.34 1.51 -3.29
C -2.27 0.81 -2.61
H -4.20 4.00 -6.59
H -2.61 4.06 -6.07
H -3.81 5.00 -5.17
H -2.25 0.99 -1.53
H -1.28 1.13 -2.93
H -2.26 -0.28 -2.61
C 0.45 3.80 -3.65
O 1.58 4.59 -3.61
C 1.79 5.37 -2.60
O 1.13 5.59 -1.59
O 2.91 6.00 -2.83
C 3.46 6.86 -1.85
H -0.28 4.29 -4.29
H -0.04 3.60 -2.69
H 0.74 2.88 -4.15
H 4.53 6.99 -2.01
H 3.43 6.51 -0.82
H 3.04 7.87 -1.81
*
```

Computed properties:
<S²>	0.757
energy above the lowest of the compared OMol25 structures with the same formula, charge and spin	41.0	kcal per mole
energy	-2748.526582	Ha
HOMO (alpha / beta)	-11.86 / -11.86	eV
LUMO (alpha / beta)	-3.61 / -10.19	eV

Mulliken atomic charge list, values in e, 6 entries: -0.654 -0.305 0.744 -0.556 -0.280 -0.405

[2]
C54H43MnN7P3S2 | wB97M-V/def2-TZVPD

```
! RIJCOSX wB97M-V def2-TZVPD def2/J DEFGRID3
* xyz 3 4
Mn 0.35 0.06 0.26
C 1.70 3.14 -2.49
C 1.59 1.90 -1.88
N 0.51 1.56 -1.17
C -0.48 2.48 -1.10
C -0.33 3.73 -1.69
N 0.75 4.06 -2.37
C -1.62 2.07 -0.27
C -2.86 2.67 -0.22
C -3.85 2.16 0.63
C -3.47 1.12 1.49
C -2.21 0.58 1.40
N -1.33 1.00 0.47
C -1.65 -0.50 2.21
C -2.23 -1.07 3.34
N -1.61 -2.01 4.04
C -0.39 -2.35 3.67
C 0.23 -1.79 2.56
N -0.41 -0.88 1.81
C -5.23 2.69 0.60
C -6.17 2.31 1.57
C -7.45 2.84 1.51
N -7.81 3.70 0.56
C -6.95 4.05 -0.37
C -5.65 3.56 -0.40
H 2.58 3.41 -3.07
H 2.38 1.16 -1.97
H -1.10 4.49 -1.58
H -3.05 3.53 -0.84
H -4.16 0.72 2.22
H -3.21 -0.76 3.68
H 0.12 -3.10 4.27
H 1.23 -2.07 2.27
H -5.92 1.63 2.37
H -8.21 2.57 2.23
H -7.30 4.75 -1.13
H -5.00 3.86 -1.22
N -1.03 -2.75 -0.81
P -2.22 -1.59 -1.23
C -3.73 -2.39 -0.64
C -4.95 -2.05 -1.23
C -6.12 -2.66 -0.81
C -6.08 -3.59 0.23
C -4.88 -3.90 0.84
C -3.70 -3.29 0.43
C -2.32 -1.65 -3.05
C -2.14 -0.48 -3.78
C -2.14 -0.53 -5.17
C -2.30 -1.74 -5.82
C -2.49 -2.91 -5.09
C -2.50 -2.87 -3.70
P 0.55 -2.12 -0.82
C 1.09 -2.31 -2.54
C 1.28 -1.20 -3.36
C 1.67 -1.36 -4.68
C 1.85 -2.64 -5.19
C 1.63 -3.75 -4.39
C 1.26 -3.60 -3.06
C 1.43 -3.47 0.03
C 2.77 -3.72 -0.24
C 3.43 -4.78 0.36
C 2.75 -5.62 1.23
C 1.40 -5.39 1.49
C 0.75 -4.32 0.91
H -1.13 -3.67 -1.23
H -4.97 -1.34 -2.05
H -7.06 -2.41 -1.28
H -6.99 -4.06 0.55
H -4.85 -4.62 1.65
H -2.77 -3.52 0.92
H -2.02 0.46 -3.26
H -2.03 0.38 -5.75
H -2.29 -1.79 -6.90
H -2.63 -3.86 -5.59
H -2.68 -3.78 -3.13
H 1.10 -0.22 -2.96
H 1.83 -0.50 -5.31
H 2.15 -2.77 -6.22
H 1.76 -4.75 -4.79
H 1.10 -4.47 -2.44
H 3.30 -3.11 -0.96
H 4.47 -4.97 0.13
H 3.26 -6.45 1.69
H 0.86 -6.06 2.15
H -0.30 -4.16 1.11
S 4.50 -0.85 -1.36
P 4.36 0.10 0.39
S 2.38 0.24 0.98
C 5.04 1.75 0.08
C 4.30 2.92 0.20
C 4.90 4.12 -0.13
C 6.20 4.14 -0.62
C 6.93 2.97 -0.74
C 6.36 1.76 -0.38
C 5.25 -0.61 1.77
C 5.34 0.15 2.93
C 6.09 -0.32 3.99
C 6.74 -1.55 3.89
C 6.64 -2.31 2.73
C 5.89 -1.85 1.66
H 3.28 2.89 0.57
H 4.35 5.05 -0.01
H 6.64 5.08 -0.92
H 7.94 2.99 -1.12
H 6.92 0.84 -0.46
H 4.83 1.11 3.00
H 6.18 0.27 4.89
H 7.33 -1.91 4.72
H 7.16 -3.26 2.66
H 5.80 -2.43 0.75
*
```

Computed properties:
<S²>	3.904
energy	-5437.489439	Ha
HOMO (alpha / beta)	-14.96 / -14.97	eV
LUMO (alpha / beta)	-10.27 / -10.99	eV

Mulliken atomic charge list, values in e, 6 entries: -1.028 -1.038 -0.045 1.254 -0.454 -0.661

[3]
C4H7FN2S | wB97M-V/def2-TZVPD

```
! RIJCOSX wB97M-V def2-TZVPD def2/J DEFGRID3
* xyz 0 1
N 2.06 0.98 0.14
C 1.64 -0.28 0.01
N 2.60 -1.23 -0.13
C 0.31 -0.67 -0.01
C -0.80 0.16 -0.05
S -0.87 1.84 -0.05
C -2.14 -0.52 0.06
F -1.96 -1.92 0.01
H 3.03 1.17 -0.04
H 1.36 1.71 0.04
H 3.51 -1.02 0.27
H 2.38 -2.22 -0.09
H 0.15 -1.71 0.13
H -2.82 -0.19 -0.77
H -2.68 -0.28 1.01
*
```

Computed properties:
energy above the lowest of the compared OMol25 structures with the same formula, charge and spin	3.4	kcal per mole
SMILES string	NC(N)=CC(=S)CF
energy	-764.179680	Ha
HOMO	-7.92	eV
LUMO	0.34	eV

natural (NBO) atomic charge list, values in e, 6 entries: -0.776 0.497 -0.780 -0.474 -0.081 -0.237

[4]
C12H24CdClF6O16P | wB97M-V/def2-TZVPD

```
! RIJCOSX wB97M-V def2-TZVPD def2/J DEFGRID3
* xyz 0 1
Cd 0.34 0.41 -0.50
P -1.29 1.68 -3.50
F -2.23 0.38 -3.71
F 0.00 0.81 -3.92
F -1.54 2.16 -4.98
F -0.35 2.92 -3.17
F -2.55 2.45 -2.88
F -1.00 1.11 -1.90
Cl 3.13 2.55 -0.82
O 2.33 3.74 -0.80
O 2.27 1.39 -1.11
O 4.15 2.62 -1.82
O 3.71 2.33 0.50
C 1.31 3.30 2.26
O -0.07 3.16 2.67
C -0.83 2.53 1.81
O -0.42 1.95 0.83
O -2.10 2.64 2.16
C -3.05 2.00 1.32
H 1.81 3.79 3.09
H 1.43 3.90 1.36
H 1.76 2.32 2.16
H -3.98 1.88 1.86
H -2.72 1.04 0.93
H -3.26 2.65 0.47
C -0.56 -2.70 -3.29
O 0.85 -2.78 -3.42
C 1.56 -1.97 -2.67
O 1.11 -1.14 -1.91
O 2.85 -2.19 -2.86
C 3.77 -1.60 -1.95
H -0.91 -3.11 -2.34
H -0.99 -3.30 -4.08
H -0.88 -1.66 -3.38
H 3.35 -1.08 -1.09
H 4.38 -0.90 -2.51
H 4.45 -2.37 -1.58
C -3.28 -3.51 1.55
O -2.18 -2.63 1.27
C -2.27 -1.70 0.34
O -1.31 -1.02 0.05
O -3.47 -1.56 -0.17
C -3.59 -0.75 -1.36
H -3.33 -4.34 0.85
H -4.21 -2.94 1.57
H -3.12 -3.93 2.53
H -3.23 0.26 -1.16
H -4.63 -0.72 -1.65
H -2.93 -1.14 -2.13
C 0.17 -0.71 4.35
O 0.22 -0.80 2.91
C 1.37 -0.70 2.29
O 1.43 -0.48 1.09
O 2.42 -0.70 3.07
C 3.69 -0.45 2.44
H -0.83 -1.02 4.62
H 0.27 0.34 4.63
H 0.96 -1.25 4.86
H 3.73 -0.93 1.46
H 4.46 -0.84 3.10
H 3.83 0.61 2.24
*
```

Computed properties:
energy above the lowest of the compared OMol25 structures with the same formula, charge and spin	0.8	kcal per mole
energy	-3243.985410	Ha
HOMO	-9.75	eV
LUMO	-0.78	eV

natural (NBO) atomic charge list, values in e, 6 entries: 1.817 2.619 -0.598 -0.585 -0.568 -0.567